Formula: F2HNOS
Source: the Open Molecules 2025 dataset
Level of theory: the ωB97M-V functional and the def2-TZVPD basis

Results
Multiplicity: 1
Energy relative to the best compared isomer or geometry (same formula, charge and spin) in eV: 3.555
HOMO level (spin up / spin down) in eV: -9.198 / -9.200
Orbital gap (spin up / spin down) in eV: 7.250 / 7.253

Element x y z (Å)
S  0.883  0.446  0.702
F  0.245  1.896  0.709
F  2.329  1.108  1.044
O  -0.648  -0.609  -0.090
N  -1.340  -0.929  -1.141
H  -1.468  -1.913  -1.224

Let us look at the Löwdin charges, expressed in e, one per atom: number 1, S, carries 1.026; number 2, F, carries -0.370; number 3, F, carries -0.436; number 4, O, carries -0.398; number 5, N, carries 0.131; number 6, H, carries 0.047